# C24H26N2O5S

One molecule with the formula C24H26N2O5S at a distorted geometry (ωB97M-V/def2-TZVPD, the Open Molecules 2025 dataset).

The SMILES is CCc1ccccc1NC(=O)CN(c1ccc(OC)cc1OC)S(=O)(=O)c1ccccc1. The value obtained for the energy above the lowest of the compared OMol25 structures with the same formula, charge and spin is 59.3 kJ/mol. For the HOMO energy, the calculation gives -8.18 eV. The value obtained for the electronic energy is -49362.2968 eV. The value obtained for the orbital gap is 8.70 eV. As for the multiplicity: 1. The strongest force on any atom comes out at 1.1 eV/A.

XYZ file:
```
58
Properties=species:S:1:pos:R:3:forces:R:3:nbo_charge:R:1
C -3.175 0.938 -0.087 -0.086 -0.116 -0.162 -0.5957
H -3.445 -0.060 0.250 -0.009 -0.096 0.110 0.2056
H -2.164 1.162 0.250 0.122 0.028 0.095 0.1992
H -3.851 1.657 0.373 -0.022 0.047 0.065 0.2089
C -3.262 1.030 -1.612 0.080 0.048 0.166 -0.4311
C -2.873 2.410 -2.069 0.008 -0.051 -0.071 -0.0368
C -3.865 3.332 -2.368 0.070 0.039 -0.041 -0.1954
C -3.563 4.636 -2.721 -0.058 0.103 0.004 -0.2250
C -2.241 5.036 -2.774 -0.105 -0.032 -0.009 -0.2079
C -1.232 4.135 -2.487 0.173 0.032 -0.006 -0.2209
C -1.535 2.823 -2.135 -0.237 0.446 -0.052 0.1434
N -0.517 1.893 -1.872 -0.374 -0.360 -0.101 -0.6388
C 0.776 2.139 -1.578 0.284 -0.343 0.133 0.6665
O 1.283 3.228 -1.402 0.149 0.150 -0.022 -0.6134
C 1.609 0.850 -1.467 0.095 0.286 -0.381 -0.3071
N 1.040 -0.131 -0.560 -0.282 -0.997 -0.288 -0.7011
C 1.414 -0.097 0.792 0.149 -0.206 0.718 0.1295
C 1.236 1.059 1.534 0.029 -0.372 -0.234 -0.2107
C 1.568 1.112 2.879 0.117 0.074 0.353 -0.3178
C 2.075 -0.018 3.504 -0.052 -0.051 -0.165 0.3283
C 2.276 -1.185 2.763 0.042 -0.059 0.082 -0.3358
C 1.973 -1.228 1.416 0.177 0.118 0.019 0.2978
O 2.179 -2.301 0.605 0.234 0.635 0.372 -0.5138
C 2.748 -3.467 1.151 0.063 -0.205 0.090 -0.2520
H 2.096 -3.910 1.911 0.025 0.025 -0.028 0.1824
H 3.733 -3.265 1.582 -0.045 0.002 -0.021 0.1863
H 2.853 -4.154 0.313 0.018 -0.020 0.074 0.2092
H 2.694 -2.034 3.278 0.047 -0.142 0.025 0.2340
O 2.416 -0.101 4.819 0.010 -0.234 -0.294 -0.4922
C 2.268 1.045 5.623 -0.027 0.182 0.130 -0.2527
H 1.223 1.365 5.677 0.038 -0.005 -0.015 0.1772
H 2.884 1.873 5.259 -0.029 -0.024 0.003 0.1792
H 2.607 0.754 6.616 -0.037 0.071 -0.056 0.2017
H 1.421 2.035 3.414 -0.001 0.081 0.086 0.2253
H 0.846 1.939 1.048 -0.109 0.118 -0.043 0.2356
S 0.417 -1.482 -1.342 -0.388 0.288 -0.090 2.3299
O 1.405 -2.216 -2.071 0.089 -0.174 0.203 -0.9182
O -0.650 -0.933 -2.151 -0.151 -0.078 -0.124 -0.9765
C -0.358 -2.489 -0.083 0.178 0.386 -0.194 -0.2960
C -0.281 -3.862 -0.212 0.131 -0.052 -0.152 -0.1836
C -0.912 -4.666 0.722 -0.009 0.053 -0.085 -0.2124
C -1.612 -4.088 1.771 -0.007 0.004 0.039 -0.2122
C -1.691 -2.709 1.882 0.005 0.023 -0.037 -0.1445
C -1.067 -1.899 0.945 -0.126 0.099 0.038 -0.2188
H -1.122 -0.826 1.016 -0.065 0.141 0.062 0.2390
H -2.239 -2.261 2.697 -0.041 0.054 0.061 0.2134
H -2.100 -4.715 2.502 -0.038 -0.050 0.060 0.2188
H -0.858 -5.741 0.634 0.011 -0.081 -0.033 0.2223
H 0.281 -4.272 -1.036 0.082 -0.156 -0.071 0.2436
H 2.620 1.123 -1.149 -0.194 -0.061 -0.031 0.2351
H 1.664 0.383 -2.455 0.141 0.202 -0.062 0.2403
H -0.767 0.910 -1.973 0.093 0.187 0.024 0.4447
H -0.202 4.445 -2.527 0.035 0.005 0.000 0.2455
H -1.988 6.050 -3.044 0.037 0.079 -0.027 0.2121
H -4.356 5.332 -2.949 -0.068 0.058 -0.018 0.2101
H -4.899 3.020 -2.319 -0.090 -0.068 0.005 0.2053
H -2.626 0.264 -2.059 -0.149 -0.009 -0.032 0.2293
H -4.289 0.829 -1.921 0.067 -0.021 -0.075 0.2109
```
Forces are in eV/Å.

---

# C24H26N2O6

One molecule with the formula C24H26N2O6 at a distorted geometry (ωB97M-V/def2-TZVPD, the Open Molecules 2025 dataset).

The SMILES is CCCCCOc1c(OC)ccc2cc(C(=O)NCc3ccc4c(c3)OCO4)c(=O)[nH]c12. The value obtained for the energy above the lowest of the compared OMol25 structures with the same formula, charge and spin is 133.0 kJ/mol. For the HOMO energy, the calculation gives -7.87 eV. The value obtained for the electronic energy is -40575.7649 eV. The value obtained for the orbital gap is 7.82 eV. As for the multiplicity: 1. The strongest force on any atom comes out at 1.3 eV/A.

XYZ file:
```
58
Properties=species:S:1:pos:R:3:forces:R:3:nbo_charge:R:1
C -3.699 3.443 -0.252 0.083 0.113 0.200 -0.6066
C -3.657 3.565 1.267 -0.190 -0.231 -0.144 -0.4004
C -4.522 2.498 1.935 0.117 0.289 0.235 -0.3908
C -4.529 2.560 3.464 0.376 -0.279 -0.166 -0.4127
C -3.144 2.421 4.097 -0.541 0.531 0.215 -0.0604
H -2.536 3.311 3.891 0.019 -0.099 0.005 0.1719
H -3.242 2.318 5.183 0.071 0.024 -0.219 0.1945
O -2.506 1.273 3.549 0.355 -0.328 -0.021 -0.5283
C -1.139 1.214 3.633 0.051 0.094 0.123 0.1960
C -0.409 1.373 4.816 -0.212 -0.035 -0.265 0.2943
C 0.988 1.255 4.782 0.066 0.039 0.242 -0.3164
C 1.654 0.985 3.612 -0.202 -0.010 -0.149 -0.1313
C 0.950 0.829 2.413 -0.438 0.058 0.295 -0.1795
C -0.452 0.944 2.440 0.390 0.078 0.457 0.2480
N -1.147 0.807 1.274 -0.538 0.057 0.166 -0.5783
C -0.614 0.590 0.028 -0.058 0.029 0.098 0.6503
O -1.371 0.505 -0.934 -0.144 -0.032 -0.132 -0.6518
C 0.840 0.491 0.000 0.431 0.014 0.363 -0.2565
C 1.557 0.598 1.151 -0.213 -0.059 -0.520 -0.0401
H 2.634 0.522 1.085 0.083 -0.008 -0.080 0.2473
C 1.613 0.326 -1.273 -0.267 0.069 -0.093 0.6632
O 2.834 0.315 -1.267 0.331 -0.061 0.065 -0.6583
N 0.875 0.231 -2.391 -0.216 0.010 -0.170 -0.6054
H -0.137 0.219 -2.299 0.110 0.051 0.147 0.4401
C 1.478 0.169 -3.704 0.282 -0.028 -0.021 -0.2452
C 1.529 -1.232 -4.262 -0.115 0.107 -0.171 -0.0272
C 0.852 -1.562 -5.425 0.098 0.175 0.168 -0.2126
C 0.915 -2.842 -5.975 0.158 -0.464 0.021 -0.2569
C 1.672 -3.771 -5.307 0.162 0.282 0.364 0.2144
C 2.347 -3.449 -4.127 -0.305 0.052 -0.440 0.3039
C 2.294 -2.190 -3.587 0.098 -0.373 -0.044 -0.2845
H 2.827 -1.936 -2.686 0.105 0.053 0.171 0.2439
O 3.023 -4.554 -3.677 -0.047 0.463 0.202 -0.4910
C 2.768 -5.573 -4.617 0.474 -1.176 0.037 0.2374
O 1.911 -5.083 -5.625 -0.293 0.331 -0.210 -0.4793
H 2.293 -6.430 -4.113 0.047 0.252 -0.094 0.1559
H 3.718 -5.903 -5.071 -0.215 0.160 0.083 0.1541
H 0.396 -3.093 -6.885 -0.079 -0.039 -0.122 0.2261
H 0.267 -0.809 -5.930 -0.066 0.118 -0.037 0.2095
H 0.921 0.824 -4.378 0.084 -0.042 0.029 0.2021
H 2.501 0.545 -3.592 -0.205 0.051 -0.108 0.2368
H -2.157 0.896 1.335 0.185 -0.047 -0.133 0.4312
H 2.729 0.897 3.606 0.129 -0.001 0.011 0.2206
H 1.555 1.372 5.691 0.029 0.018 0.092 0.2248
O -1.120 1.636 5.946 -0.086 -0.169 -0.552 -0.4930
C -0.429 1.831 7.158 0.142 0.035 0.258 -0.2521
H 0.256 2.682 7.099 -0.024 -0.048 -0.008 0.1804
H -1.199 2.040 7.899 0.097 -0.015 -0.020 0.2042
H 0.123 0.934 7.454 -0.010 0.040 -0.015 0.1815
H -4.950 3.511 3.798 -0.042 0.003 0.075 0.2077
H -5.163 1.756 3.838 -0.073 0.040 0.102 0.2091
H -5.551 2.612 1.586 -0.003 -0.086 -0.074 0.2066
H -4.187 1.506 1.625 -0.086 -0.059 -0.078 0.1917
H -4.012 4.554 1.566 0.066 0.046 0.080 0.1952
H -2.620 3.471 1.598 0.053 0.062 0.085 0.1899
H -3.112 4.233 -0.714 0.042 0.044 -0.130 0.2087
H -4.723 3.522 -0.612 -0.107 0.006 -0.085 0.1996
H -3.295 2.486 -0.576 0.039 -0.107 -0.083 0.2175
```
Forces are in eV/Å.

---

# C24H26N4NiS2Si

C24H26N4NiS2Si as an isolated structure at a distorted geometry (ωB97M-V/def2-TZVPD, the Open Molecules 2025 dataset).

For the HOMO energy (alpha / beta), the calculation gives -4.57 / -5.70 eV. The value obtained for the electronic energy is -101856.2147 eV. The value obtained for the orbital gap (alpha / beta) is 4.90 / 6.04 eV. As for the multiplicity: 3. The strongest force on any atom comes out at 3.3 eV/A.

XYZ file:
```
58
Properties=species:S:1:pos:R:3:forces:R:3:nbo_charge:R:1
C 0.433 2.025 2.351 0.075 1.550 -0.206 -0.3721
C -0.574 1.964 1.352 -0.005 0.640 -0.368 -0.3848
C -1.838 2.019 2.002 -0.151 1.129 -0.240 -0.3875
H -0.409 1.936 0.285 -0.047 0.082 0.034 0.2213
C -1.604 2.127 3.405 -0.447 0.936 0.230 -0.3977
C -0.199 2.144 3.616 0.258 0.575 0.494 -0.3817
H 0.295 2.241 4.576 -0.064 0.052 -0.125 0.2208
H 1.494 2.089 2.160 -0.298 -0.057 0.001 0.2259
H -2.795 2.089 1.502 0.065 -0.154 0.018 0.2168
H -2.353 2.258 4.180 0.110 -0.022 -0.083 0.2094
Ni -0.784 0.414 2.692 0.069 0.287 0.665 0.7502
C -0.370 -1.825 -1.040 0.482 -0.503 -1.063 -1.1472
H -1.060 -1.700 -0.193 0.408 0.255 -0.378 0.2559
H 0.274 -2.695 -0.851 -0.248 0.340 -0.010 0.2322
H -0.961 -2.064 -1.939 -0.185 -0.128 0.202 0.2349
Si 0.621 -0.311 -1.683 -0.479 -0.270 1.447 1.4938
C 2.242 -0.564 -2.553 0.469 -0.182 0.304 -0.5454
C 3.166 0.505 -2.620 0.134 -0.187 -0.218 -0.1940
H 2.823 1.523 -2.393 0.220 -0.459 -0.058 0.2253
C 4.503 0.266 -2.964 -0.211 -0.006 -0.095 -0.2184
H 5.208 1.095 -2.998 -0.160 -0.106 0.036 0.2147
C 4.946 -1.018 -3.295 -0.429 0.014 0.278 -0.2090
H 5.994 -1.195 -3.549 -0.408 0.064 0.026 0.2168
C 4.032 -2.077 -3.260 -0.338 0.070 -0.017 -0.2385
H 4.364 -3.082 -3.522 -0.128 0.231 0.108 0.2138
C 2.696 -1.854 -2.884 0.400 0.133 -0.142 -0.1320
H 1.994 -2.690 -2.817 0.313 0.142 -0.068 0.2026
C -0.754 0.750 -2.331 -0.642 -0.076 -0.400 -0.4710
C -0.567 1.611 -3.422 -0.437 0.586 0.495 -0.2073
H 0.303 1.478 -4.067 -0.102 0.322 0.252 0.2151
C -1.477 2.658 -3.619 -0.059 -0.091 -0.120 -0.2192
H -1.284 3.433 -4.360 -0.020 -0.306 0.016 0.2131
C -2.645 2.749 -2.852 0.076 -0.221 0.045 -0.2090
H -3.342 3.578 -2.995 0.263 -0.247 -0.067 0.2133
C -2.945 1.759 -1.914 0.271 0.031 -0.181 -0.2049
H -3.912 1.781 -1.399 0.470 -0.067 -0.081 0.2118
C -1.993 0.770 -1.646 0.007 0.320 -0.045 -0.2269
H -2.213 0.021 -0.882 0.162 0.305 -0.167 0.2189
H 1.266 0.209 -0.226 -0.103 -1.797 0.561 -0.0478
H 1.251 0.919 -0.765 -0.047 2.100 -1.194 -0.0829
N -4.206 0.051 2.967 -0.769 0.355 0.081 -0.8001
C -3.388 -0.968 2.667 2.323 -1.005 0.068 0.2670
N -2.052 -0.942 2.715 -2.214 -1.852 -0.300 -0.5481
C -1.473 -2.176 2.353 -2.963 -0.131 0.134 0.1080
C -2.409 -3.144 2.067 1.502 0.397 0.098 -0.4397
S -4.015 -2.531 2.217 0.242 -0.079 0.028 0.3769
C -0.058 -2.131 2.149 2.961 -0.069 -0.454 0.1027
C 0.831 -3.018 1.575 -1.474 0.186 0.406 -0.4304
S 2.286 -2.221 1.089 0.051 -0.562 1.023 0.3955
C 1.794 -0.822 2.001 -1.824 -0.798 0.525 0.2578
N 0.522 -0.873 2.412 2.558 -1.991 -0.781 -0.5500
N 2.684 0.160 2.310 0.653 0.151 -0.091 -0.8115
H -5.201 -0.095 2.854 0.403 0.269 0.126 0.4023
H -3.860 0.957 3.261 0.109 -0.457 -0.184 0.4349
H -2.135 -4.137 1.730 -0.518 0.081 0.013 0.2453
H 0.606 -4.062 1.367 0.224 0.388 -0.362 0.2444
H 3.624 0.026 1.950 -0.343 0.054 0.342 0.3987
H 2.622 0.589 3.233 -0.163 -0.223 -0.562 0.4173
```
Forces are in eV/Å.

---

# C24H26N4O5S

One molecule with the formula C24H26N4O5S at a distorted geometry (ωB97M-V/def2-TZVPD, the Open Molecules 2025 dataset).

The SMILES is O=C(CCCn1c(SCc2cccc([N+](=O)[O-])c2)nc2ccccc2c1=O)NC[C@@H]1CCCO1. The value obtained for the energy above the lowest of the compared OMol25 structures with the same formula, charge and spin is 241.0 kJ/mol. For the HOMO energy, the calculation gives -8.36 eV. The value obtained for the electronic energy is -52342.4536 eV. The value obtained for the orbital gap is 8.00 eV. As for the multiplicity: 1. The strongest force on any atom comes out at 1.3 eV/A.

XYZ file:
```
60
Properties=species:S:1:pos:R:3:forces:R:3:nbo_charge:R:1
O 0.628 1.771 1.381 0.380 0.047 -0.145 -0.6595
C -0.406 2.303 1.748 -0.067 0.283 0.500 0.6895
N -1.134 3.101 0.950 -0.339 0.267 -0.233 -0.6167
H -1.968 3.557 1.289 0.063 -0.086 0.158 0.4075
C -0.872 3.284 -0.457 -0.198 -0.003 -0.260 -0.2459
H -0.284 2.432 -0.808 -0.057 0.072 -0.005 0.2286
H -0.296 4.202 -0.617 0.017 -0.087 -0.112 0.1917
C -2.213 3.378 -1.198 0.486 -0.438 -0.067 0.0903
C -2.035 3.553 -2.709 -0.065 0.120 0.221 -0.4315
H -2.889 3.129 -3.236 0.003 -0.060 -0.031 0.2123
C -2.023 5.073 -2.858 -0.089 -0.008 0.194 -0.4342
H -1.028 5.469 -2.655 0.017 0.039 -0.027 0.2034
C -3.003 5.498 -1.766 -0.130 0.332 -0.264 -0.0641
H -4.032 5.514 -2.150 0.096 0.047 0.024 0.1660
O -2.916 4.527 -0.735 -0.007 -0.049 0.242 -0.5485
H -2.775 6.477 -1.338 -0.049 -0.055 -0.070 0.1852
H -2.339 5.407 -3.844 0.030 0.051 -0.044 0.2200
H -1.127 3.077 -3.069 0.014 -0.075 -0.056 0.2256
H -2.815 2.498 -0.946 0.075 0.072 -0.034 0.2051
C -0.987 2.122 3.142 -0.026 -0.151 0.003 -0.5079
C -2.322 1.370 3.117 0.108 -0.103 0.019 -0.4022
H -2.783 1.423 4.105 -0.053 0.011 -0.013 0.2179
C -2.181 -0.113 2.760 -0.431 0.193 0.344 -0.2171
N -1.542 -0.324 1.472 -0.176 -0.006 -0.260 -0.4644
C -0.247 -0.736 1.348 0.660 -0.441 -0.321 0.3662
N 0.368 -0.928 0.241 0.173 -0.015 0.278 -0.5546
C -0.285 -0.667 -0.930 -0.690 0.239 -0.164 0.2641
C 0.379 -0.826 -2.152 -0.056 0.046 -0.064 -0.2392
C -0.286 -0.574 -3.329 0.126 -0.037 0.070 -0.1742
C -1.621 -0.169 -3.328 -0.192 0.057 0.005 -0.2391
C -2.286 -0.003 -2.136 -0.037 -0.008 0.025 -0.1501
C -1.624 -0.240 -0.929 0.377 -0.087 -0.249 -0.2318
C -2.305 -0.030 0.339 -0.060 -0.052 -0.010 0.6728
O -3.444 0.381 0.461 -0.139 0.005 -0.013 -0.6221
H -3.321 0.302 -2.102 -0.093 0.051 -0.009 0.2334
H -2.129 0.012 -4.263 -0.058 0.017 -0.073 0.2164
H 0.234 -0.697 -4.268 0.057 -0.019 -0.087 0.2195
H 1.409 -1.143 -2.162 0.117 -0.049 0.046 0.2363
S 0.654 -1.047 2.824 0.179 0.016 0.534 0.2519
C 2.353 -0.988 2.164 -0.562 0.091 0.010 -0.5321
C 2.702 -2.234 1.423 0.231 -0.395 -0.078 -0.0259
C 3.016 -2.181 0.074 0.197 -0.191 -0.167 -0.1753
C 3.302 -3.356 -0.607 -0.234 -0.049 1.312 0.0704
C 3.295 -4.589 0.035 0.032 0.063 -0.285 -0.2048
C 2.987 -4.635 1.382 -0.005 0.050 0.007 -0.2123
C 2.688 -3.468 2.067 0.089 0.158 -0.146 -0.1652
H 2.429 -3.510 3.115 -0.034 -0.029 0.106 0.2161
H 2.972 -5.582 1.898 0.002 -0.090 0.022 0.2212
H 3.519 -5.481 -0.527 0.008 -0.023 -0.006 0.2466
N 3.595 -3.298 -2.015 0.119 -0.083 -0.518 0.5209
O 3.446 -2.232 -2.578 0.030 0.272 -0.248 -0.3920
O 3.966 -4.316 -2.561 0.076 -0.149 -0.155 -0.3746
H 3.034 -1.238 -0.447 -0.030 0.020 -0.015 0.2501
H 2.978 -0.858 3.048 -0.029 0.060 -0.017 0.2403
H 2.391 -0.102 1.533 0.116 0.023 0.064 0.2733
H -1.604 -0.640 3.521 -0.166 0.033 -0.068 0.2163
H -3.182 -0.551 2.696 0.192 -0.018 0.077 0.2358
H -3.004 1.833 2.402 -0.049 -0.036 0.113 0.2279
H -0.263 1.576 3.749 0.029 0.134 -0.075 0.2354
H -1.140 3.108 3.584 0.023 0.019 0.017 0.2271
```
Forces are in eV/Å.